The following is a DFT calculation (ωB97M-V/def2-TZVPD) of C5H4HoO4 as an isolated structure in a non-equilibrium geometry.

multiplicity: 6
charge: +2
<S²>: 8.753
highest occupied orbital energy (spin up / spin down): -0.5165 / -0.5165 Eh
energy: -39211.3307 eV
F_max: 0.0648 hartree/bohr
HOMO-LUMO gap (spin up / spin down): 3.18 / 3.39 eV

```
14
C5H4HoO4, DFT ωB97M-V/def2-TZVPD
C 2.162 -2.119 3.714
C 3.153 -2.578 4.241
H 4.037 -2.961 4.722
H -0.215 -0.225 4.117
O 1.106 -1.692 2.808
C -0.178 -1.872 3.138
O -0.761 -2.830 2.646
O -0.760 -1.010 3.893
Ho -3.031 -3.997 2.771
C 2.883 -1.267 -0.144
C 1.665 -1.369 -0.059
O 4.094 -1.078 0.283
H 0.668 -1.468 -0.454
H 4.617 -1.898 0.310
```

=====

The following is a DFT calculation (ωB97M-V/def2-TZVPD) of an isolated molecule of C9H15N3O3S2 in a non-equilibrium geometry.

highest occupied orbital energy: -0.2955 Eh
energy: -41846.9457 eV
energy relative to the best compared isomer or geometry (same formula, charge and spin): 268.8 kcal per mole
F_max: 0.3471 hartree/bohr
SMILES: CCOCC(=O)Nc1nnc(SCCOC)s1
HOMO-LUMO gap: 8.30 eV

```
32
C9H15N3O3S2, DFT ωB97M-V/def2-TZVPD
C 4.994 1.080 -2.811
C 4.435 -0.179 -2.191
O 4.407 -0.069 -0.810
C 4.071 -1.068 -0.102
C 2.563 -1.038 -0.204
O 2.086 -2.184 0.171
N 2.136 0.063 -0.156
C 0.603 0.086 -0.418
N 0.034 1.192 -0.619
N -1.338 1.164 -0.470
C -1.692 -0.288 -0.229
S -3.329 -0.649 -0.267
C -4.176 1.282 0.017
C -4.295 1.308 1.633
O -3.014 1.423 2.038
C -2.881 1.682 3.637
H -1.944 1.807 3.926
H -3.348 2.701 3.814
H -3.698 0.829 4.059
H -4.699 2.319 1.826
H -4.886 0.642 1.986
H -3.356 1.685 -0.273
H -5.125 0.936 -0.311
S -0.333 -1.338 0.142
H 2.453 0.639 -0.692
H 4.465 -2.063 -0.449
H 4.483 -0.776 0.944
H 5.203 -1.179 -2.507
H 3.689 -0.485 -2.494
H 4.307 1.915 -2.608
H 5.954 1.268 -2.587
H 5.063 0.967 -4.111
```

=====

The following is a DFT calculation (ωB97M-V/def2-TZVPD) of an isolated molecule of C7H16BBrO4Si in a non-equilibrium geometry.

highest occupied orbital energy: -0.3527 Eh
energy: -94305.4046 eV
energy relative to the best compared isomer or geometry (same formula, charge and spin): 54.2 kcal per mole
F_max: 0.0801 hartree/bohr
SMILES: CCOB(O)[Si@@H](Br)CCCCOC=O
HOMO-LUMO gap: 9.52 eV

```
30
C7H16BBrO4Si, DFT ωB97M-V/def2-TZVPD
C 3.259 -1.720 -0.668
C 3.183 -0.613 -1.855
O 3.086 0.744 -1.363
B 1.693 1.163 -1.243
O 1.015 1.772 -2.357
Si 0.842 0.902 0.493
Br 2.258 1.862 2.055
C -0.830 1.831 0.701
C -1.611 1.261 1.986
C -2.863 0.330 1.641
C -2.480 -1.158 1.176
O -3.119 -1.404 -0.120
C -2.193 -1.265 -1.176
O -2.308 -0.352 -2.021
H 2.196 -2.086 -0.426
H 3.954 -2.563 -0.981
H 3.676 -1.260 0.296
H 2.388 -0.885 -2.640
H 4.193 -0.699 -2.398
H 0.381 1.147 -2.776
H 0.726 -0.543 0.707
H -1.449 1.890 -0.251
H -0.539 2.917 0.960
H -0.844 0.758 2.663
H -2.027 2.157 2.578
H -3.415 0.820 0.772
H -3.558 0.230 2.552
H -1.360 -1.357 1.115
H -2.957 -1.906 1.909
H -1.296 -1.972 -1.329
```

=====

The following is a DFT calculation (ωB97M-V/def2-TZVPD) of a 2-piece molecular cluster, C2H7S2 overall in a non-equilibrium geometry.

charge: -1
highest occupied orbital energy: -0.1073 Eh
energy: -23858.9876 eV
energy relative to the best compared isomer or geometry (same formula, charge and spin): 5.2 kcal per mole
F_max: 0.0205 hartree/bohr
HOMO-LUMO gap: 6.63 eV

```
11
C2H7S2, DFT ωB97M-V/def2-TZVPD
S 1.672 -3.170 0.446
H 1.585 -2.462 1.582
C -1.020 1.509 -0.250
C -0.216 0.270 0.077
S 1.005 -0.096 -1.247
H -0.604 2.481 0.042
H -1.937 1.505 0.348
H -1.219 1.610 -1.317
H 0.345 0.347 1.004
H -0.887 -0.570 0.207
H 1.276 -1.423 -0.894
```

=====

Question: Which value of energy does entry 2 give?
Answer: -41846.9457 eV